{
  "formula": "C31H50BrN5P2W",
  "method": "ωB97M-V with the def2-TZVPD basis set",
  "symbols": ["C", "H", "C", "H", "C", "N", "H", "C", "C", "H", "H", "H", "H", "C", "C", "H", "C", "C", "H", "H", "P", "H", "N", "H", "Br", "C", "W", "C", "H", "C", "C", "H", "C", "H", "H", "C", "H", "H", "P", "H", "C", "H", "H", "C", "H", "N", "H", "H", "H", "N", "C", "H", "H", "C", "H", "H", "C", "H", "H", "H", "H", "C", "H", "H", "C", "C", "H", "H", "H", "H", "H", "C", "C", "H", "H", "C", "H", "N", "H", "H", "H", "H", "C", "H", "C", "C", "C", "C", "H", "H"],
  "positions_angstrom": [[-2.31, -2.58, -5.42], [-0.56, 4.41, 3.08], [-0.89, 1.70, -3.12], [-0.72, 0.78, 2.90], [-2.30, 1.69, -2.88], [1.07, 1.80, 2.46], [2.87, 1.38, -4.75], [-0.34, 1.81, 2.93], [0.86, 4.93, -3.38], [-3.02, -2.17, -6.16], [-1.46, -3.00, -5.97], [3.73, 0.12, -5.64], [-2.84, 3.72, -3.54], [-4.55, 1.84, -1.22], [0.58, 3.67, -3.99], [-0.36, 2.19, 3.96], [0.33, 2.42, -3.21], [0.73, 3.42, 0.12], [2.02, -1.16, 0.04], [0.61, 7.10, -3.64], [-0.64, -1.58, -3.10], [1.75, 3.43, -0.28], [-1.20, 2.66, 2.07], [-0.20, -4.97, -2.85], [-6.12, 1.78, -0.34], [-3.02, -3.42, -2.26], [0.36, 1.05, -1.83], [1.07, 1.25, 1.05], [-1.00, -3.43, -1.56], [-0.62, 4.03, 2.05], [-0.18, 4.88, -5.96], [-0.59, 4.88, -6.97], [-1.71, -2.68, -1.95], [-4.93, 3.76, -2.15], [2.61, 3.20, 2.06], [4.00, 0.72, -1.44], [-1.03, -4.72, -4.42], [5.34, -0.91, -2.08], [2.45, -0.05, -2.09], [4.27, 1.52, -2.15], [-4.28, 2.90, -2.11], [4.46, 0.83, -4.19], [-2.94, -4.23, -3.00], [-1.94, -1.43, -4.46], [-1.80, -0.04, -1.56], [0.75, 4.04, 1.49], [6.10, 0.31, -1.05], [2.59, -3.50, -0.42], [-2.85, -3.39, -4.90], [-0.05, 6.03, -5.30], [2.84, -0.59, -3.80], [-3.85, -2.76, -2.56], [-1.61, 1.10, 0.74], [3.52, 0.50, -4.63], [3.97, -2.52, -0.94], [-2.83, -1.15, -3.90], [0.48, 6.09, -4.09], [1.00, -1.78, -1.24], [-1.27, 4.68, 1.45], [5.00, -0.88, -0.33], [3.43, -1.52, -3.79], [5.17, -0.25, -1.22], [0.68, -5.13, -4.36], [0.49, -2.78, -4.92], [0.19, 3.66, -5.34], [1.56, 3.20, 2.40], [0.06, 4.07, -0.47], [-3.82, 0.02, -0.28], [1.49, 3.63, 3.41], [-3.35, -3.92, -1.34], [-1.78, 2.74, 0.06], [-3.70, 0.73, -1.09], [-2.64, 0.61, -1.99], [0.71, 0.22, 1.16], [-1.62, -0.55, -5.04], [0.33, -3.07, -3.87], [1.87, -0.85, -4.24], [0.21, 2.02, 0.12], [2.86, -3.20, -2.14], [2.12, 1.29, 0.75], [1.30, 5.04, -2.40], [0.13, 2.75, -5.92], [2.04, -1.49, -1.01], [-1.96, -1.99, -1.13], [-3.14, 2.85, -2.95], [2.92, -2.74, -1.15], [-0.10, -4.54, -3.85], [-1.16, 2.09, 0.69], [1.31, -3.03, -3.37], [3.74, 1.23, -0.49]],
  "homo_ha": [-0.6997, -0.6986],
  "spin_multiplicity": 3,
  "total_charge": 4,
  "lumo_energy_ha": [-0.5113, -0.5867],
  "fmax_ev_per_a": 4.449
}